Entry 1:
Entry from the Open Molecules 2025 dataset: a gas-phase ion, C4H4Cl5N2 (charge +1) in a non-equilibrium geometry (the ωB97M-V functional and the def2-TZVPD basis).

Structure (XYZ):
```
15
Properties=species:S:1:pos:R:3:forces:R:3:nbo_charge:R:1
Cl 3.0013 -0.5202 -1.5310 -0.7 -0.1 0.8 0.130
Cl 0.7257 2.1763 -1.3190 -0.3 -0.4 0.2 0.125
Cl 2.7054 -0.7410 1.4323 -0.7 -0.4 -1.8 0.079
Cl 0.9883 1.7484 1.5248 -0.7 0.2 0.0 0.139
Cl -1.6810 -2.1662 -0.2754 -0.2 0.1 0.0 0.195
N 0.7836 -1.4583 -0.3805 1.1 -2.5 -0.4 -0.617
N -0.6764 0.2636 -0.0039 1.4 0.2 0.1 -0.414
C -1.9822 0.8710 0.3328 2.0 -1.2 0.7 -0.388
C 0.5168 1.0999 0.0161 2.3 -2.4 -0.4 0.020
C -0.4471 -1.0314 -0.2162 -0.5 1.3 0.3 0.512
C 1.9084 -0.6625 -0.1871 -0.5 3.7 1.2 0.065
H -2.2442 0.5634 1.3087 -0.2 0.1 1.3 0.232
H -2.6128 0.4094 -0.3069 -2.6 -0.9 -2.1 0.224
H 0.9655 -2.4590 -0.5955 -0.6 0.8 0.2 0.453
H -1.9512 1.9066 0.2008 0.2 1.5 -0.2 0.246
```
Positions in Å, forces in eV/Å.

Computed properties:
**Total charge**: +1
**Relative energy (zero: lowest compared OMol25 entry of this formula, charge and spin)**: 1.517 eV
**LUMO**: -4.5 eV
**Kohn-Sham gap**: 8.922 eV
**Energy**: -69796.17647 eV

***

Entry 2:
Entry from the Open Molecules 2025 dataset: C4H4ClFOS in the gas phase in a non-equilibrium geometry (the ωB97M-V functional and the def2-TZVPD basis).

Structure (XYZ):
```
12
Properties=species:S:1:pos:R:3:forces:R:3:nbo_charge:R:1
Cl -0.4571 1.9367 -0.0094 -0.2 0.0 0.0 0.003
S 2.4769 -0.2128 -0.3776 -0.7 0.4 -0.5 -0.008
F -1.3261 -1.8325 -0.6408 0.4 -1.4 -0.4 -0.316
O 0.6767 -0.8381 1.4575 0.0 -0.3 0.9 -0.515
C -2.7091 -0.2254 0.2676 0.9 -0.6 0.2 -0.468
C -0.3100 0.2285 -0.4624 1.1 -0.2 0.6 -0.368
C -1.5170 -0.6096 -0.2006 -1.9 1.9 0.3 0.392
C 0.8709 -0.3446 0.4014 -0.4 0.5 -1.5 0.439
H -2.8446 0.7701 0.6590 0.0 0.1 -0.2 0.227
H -0.0190 0.2194 -1.5105 -0.2 -0.2 -0.1 0.243
H -3.5117 -0.9499 0.4039 0.3 0.2 -0.2 0.224
H 3.0272 -0.6543 0.7206 0.7 -0.4 0.7 0.147
```
Positions in Å, forces in eV/Å.

Computed properties:
**Relative energy (zero: lowest compared OMol25 entry of this formula, charge and spin)**: 0.882 eV
**SMILES**: C=C(F)[C@@H](Cl)C(=O)S
**LUMO**: 0.5 eV
**Kohn-Sham gap**: 10.554 eV
**Energy**: -32334.60274 eV

***

Entry 3:
Entry from the Open Molecules 2025 dataset: C4H4ClFOS in the gas phase in a non-equilibrium geometry (the ωB97M-V functional and the def2-TZVPD basis).

Structure (XYZ):
```
12
Properties=species:S:1:pos:R:3:forces:R:3:nbo_charge:R:1
Cl 2.3651 -1.9787 0.0608 -0.6 0.2 0.2 0.070
S -2.4059 -1.5138 -0.4338 0.8 1.1 1.3 -0.070
F 0.4348 2.4838 0.4258 -0.4 -1.0 -2.2 -0.379
O -0.3915 -0.4693 1.0013 -1.2 -0.8 2.8 -0.500
C 1.5548 -0.5333 -0.3408 0.3 5.2 -1.2 -0.273
C 0.4049 0.1061 0.0927 1.3 -0.5 -3.1 0.234
C -1.5604 -1.1153 0.9418 -0.7 -3.4 -0.7 0.044
C -0.0537 1.4912 -0.5419 0.9 -1.5 0.9 -0.011
H 0.4190 1.4448 -1.6518 -1.1 1.1 2.8 0.212
H 2.2485 0.3189 -0.9671 -1.9 -3.0 1.5 0.227
H -1.8315 -1.8406 1.8990 1.1 2.8 -1.9 0.233
H -1.1842 1.6062 -0.4859 1.6 -0.3 -0.5 0.214
```
Positions in Å, forces in eV/Å.

Computed properties:
**Relative energy (zero: lowest compared OMol25 entry of this formula, charge and spin)**: 3.720 eV
**SMILES**: FC/C(=C/Cl)OC=S
**LUMO**: -0.3 eV
**Kohn-Sham gap**: 8.987 eV
**Energy**: -32331.76496 eV

***

Entry 4:
Entry from the Open Molecules 2025 dataset: C4H4ClN in the gas phase in a non-equilibrium geometry (the ωB97M-V functional and the def2-TZVPD basis).

Structure (XYZ):
```
10
Properties=species:S:1:pos:R:3:forces:R:3:nbo_charge:R:1
Cl 3.0126 -0.6384 -0.2865 0.7 -0.8 0.8 0.022
N -2.4548 -1.5002 -0.3247 4.8 10.0 -0.1 -0.305
C -0.7846 0.5795 0.0747 0.6 -0.4 2.1 -0.570
C 0.6446 0.3886 -0.4541 0.1 -4.1 3.7 -0.206
C -1.8440 -0.3681 -0.2970 -4.1 -10.6 0.4 0.273
C 1.4438 -0.5003 0.3993 -3.2 2.9 -2.2 -0.237
H -0.8244 0.7865 1.2146 0.1 -0.8 -1.7 0.258
H 1.0698 -1.0664 1.4804 1.3 1.9 -3.6 0.277
H -1.0160 1.4880 -0.3107 -1.3 3.0 -1.1 0.241
H 0.7531 0.8308 -1.4959 0.9 -1.0 1.7 0.248
```
Positions in Å, forces in eV/Å.

Computed properties:
**Relative energy (zero: lowest compared OMol25 entry of this formula, charge and spin)**: 3.774 eV
**SMILES**: N#CC/C=C/Cl
**LUMO**: 0.2 eV
**Kohn-Sham gap**: 9.789 eV
**Energy**: -18221.36506 eV

***

Entry 5:
Entry from the Open Molecules 2025 dataset: C4H4ClN3 in the gas phase in a non-equilibrium geometry (the ωB97M-V functional and the def2-TZVPD basis).

Structure (XYZ):
```
12
Properties=species:S:1:pos:R:3:forces:R:3:nbo_charge:R:1
Cl -2.5380 -1.2341 -0.0501 -0.7 -0.4 0.0 0.042
N 0.3010 -1.4206 -0.0042 1.3 -1.3 -0.1 -0.272
N 1.6786 -1.3107 -0.0209 -0.8 -1.7 0.3 -0.370
N 0.8887 0.7402 -0.0685 0.7 0.0 -0.6 -0.478
C -1.5176 0.1227 -0.1086 0.9 0.2 0.7 -0.080
C 1.9626 -0.0207 -0.0907 1.1 1.5 1.2 0.196
C -0.0859 -0.1809 -0.0635 -1.0 -0.7 -0.5 0.240
C -1.8968 1.3726 0.0217 0.4 0.0 -0.3 -0.366
H -2.9033 1.6046 0.2382 -0.9 0.6 -0.1 0.213
H 2.9392 0.4028 0.0844 0.2 -0.3 -0.5 0.206
H 2.2694 -2.1677 0.1582 -1.0 1.8 -0.5 0.434
H -1.0980 2.0918 -0.0961 -0.3 0.3 0.3 0.234
```
Positions in Å, forces in eV/Å.

Computed properties:
**Relative energy (zero: lowest compared OMol25 entry of this formula, charge and spin)**: 1.554 eV
**SMILES**: C=C(Cl)c1nc[nH]n1
**LUMO**: 0.8 eV
**Kohn-Sham gap**: 10.011 eV
**Energy**: -21204.56136 eV

***

Entry 6:
Entry from the Open Molecules 2025 dataset: 2 unconnected molecules or ions with the total composition C4H4ClN3 in a non-equilibrium geometry (the ωB97M-V functional and the def2-TZVPD basis).

Structure (XYZ):
```
12
Properties=species:S:1:pos:R:3:forces:R:3:nbo_charge:R:1
Cl -1.3037 -1.1959 2.7800 -0.1 -0.6 0.1 0.185
N -0.3125 -1.8207 1.5696 0.6 0.8 -1.1 -0.364
N -1.4786 2.1229 0.1749 -1.0 1.7 2.3 -0.632
N -2.0606 -4.8366 1.9350 0.7 0.2 -0.2 -0.234
C 0.7164 1.0892 -0.1119 1.2 -2.7 0.0 -0.678
C -0.4485 1.5880 -0.0671 0.6 0.5 0.1 0.426
C -1.2786 -4.0553 1.6042 -1.7 0.2 0.7 0.184
C -0.4618 -2.9756 1.0954 -0.5 -1.7 1.1 0.003
H -2.1284 2.0741 -0.5262 -2.4 -0.2 -2.0 0.365
H 0.6343 0.0393 0.2788 1.0 0.9 -0.5 0.266
H 0.0863 -3.4297 0.2934 1.0 1.0 -0.7 0.231
H 1.4711 1.5295 -0.7334 0.5 -0.2 0.2 0.249
```
Positions in Å, forces in eV/Å.

Computed properties:
**Relative energy (zero: lowest compared OMol25 entry of this formula, charge and spin)**: 4.825 eV
**SMILES**: N#C/C=N\Cl.C=C=N
**LUMO**: -0.7 eV
**Kohn-Sham gap**: 8.381 eV
**Energy**: -21201.29016 eV

***

Entry 7:
Entry from the Open Molecules 2025 dataset: C4H4ClNOS in the gas phase (the ωB97M-V functional and the def2-TZVPD basis).

Structure (XYZ):
```
12
Properties=species:S:1:pos:R:3:forces:R:3:nbo_charge:R:1
Cl -3.6462 0.2132 0.1553 -0.4 0.1 0.1 -0.024
S -1.1913 -1.1772 0.6400 0.6 -0.2 0.1 0.251
O -1.6468 0.2860 -1.4914 -0.2 0.2 0.1 -0.539
N 1.2662 0.9826 0.4588 -0.1 -0.2 0.2 -0.262
C -2.0446 -0.1375 -0.4531 0.4 0.0 -0.5 0.312
C 0.4843 -1.1850 -0.2053 -0.9 0.0 0.1 -0.536
C 0.8893 2.0960 0.6804 -0.5 0.5 0.6 0.022
C 1.4342 -0.2763 0.4623 0.6 -0.6 -0.1 -0.124
H 2.2702 -0.6804 1.0061 0.2 0.0 0.1 0.208
H 1.0992 2.9861 0.1299 0.3 0.3 -0.5 0.192
H 0.2601 -0.8921 -1.2316 0.1 -0.2 0.0 0.262
H 0.8254 -2.2154 -0.1513 0.0 0.0 -0.1 0.239
```
Positions in Å, forces in eV/Å.

Computed properties:
**Relative energy (zero: lowest compared OMol25 entry of this formula, charge and spin)**: 2.114 eV
**LUMO**: 0.5 eV
**Kohn-Sham gap**: 8.568 eV
**Energy**: -31105.59455 eV

***

Entry 8:
Entry from the Open Molecules 2025 dataset: C4H4ClNS in the gas phase (the ωB97M-V functional and the def2-TZVPD basis).

Structure (XYZ):
```
11
Properties=species:S:1:pos:R:3:forces:R:3:nbo_charge:R:1
Cl -0.7212 -2.7117 0.5957 0.1 0.2 0.0 0.018
S 2.0241 -1.3553 -0.8985 0.1 0.5 0.0 0.043
N -0.7858 1.1515 0.2876 -0.3 0.9 0.1 -0.490
C -0.4868 -1.0228 0.3253 -0.2 -0.1 0.2 -0.132
C 0.6464 -0.4348 -0.2761 0.5 0.2 -0.5 -0.258
C -1.3551 -0.0215 0.6787 0.0 -0.2 0.0 -0.080
C 0.4334 0.9254 -0.3043 0.0 0.1 0.1 -0.092
H 1.0503 1.7520 -0.6622 -0.3 -0.5 0.1 0.219
H -2.3031 -0.0791 1.1923 0.1 0.1 -0.1 0.224
H 2.7186 -0.2737 -1.3374 -0.3 -0.4 0.2 0.128
H -1.2208 2.0700 0.3990 0.4 -0.7 -0.1 0.420
```
Positions in Å, forces in eV/Å.

Computed properties:
**Relative energy (zero: lowest compared OMol25 entry of this formula, charge and spin)**: 0.000 eV
**SMILES**: Sc1c[nH]cc1Cl
**LUMO**: 0.8 eV
**Kohn-Sham gap**: 8.925 eV
**Energy**: -29060.30367 eV

***

Entry 9:
Entry from the Open Molecules 2025 dataset: 2 unconnected molecules or ions with the total composition C4H4ClOP in a non-equilibrium geometry (the ωB97M-V functional and the def2-TZVPD basis).

Structure (XYZ):
```
11
Properties=species:S:1:pos:R:3:forces:R:3:nbo_charge:R:1
Cl 2.1550 -2.5475 0.0580 0.4 -0.5 0.0 0.069
P 2.1804 1.7089 -0.3654 0.0 -0.6 -0.3 1.112
O 2.8057 2.3814 0.7715 0.0 0.0 0.2 -0.941
C 1.1342 -1.2556 -0.1610 -1.6 0.9 0.6 -0.079
C -0.2154 -1.1612 -0.0165 2.4 -1.3 -1.3 -0.376
C -0.7431 0.1601 -0.2362 2.4 -1.4 0.8 -0.194
C -1.9080 0.5998 0.0432 -3.3 0.7 0.1 -0.382
H 0.1143 0.7552 -0.3505 0.5 1.5 -0.7 0.149
H -2.1309 1.6734 -0.0300 -0.3 -0.7 0.2 0.214
H -0.7630 -2.1064 0.0268 -0.3 0.4 0.3 0.226
H -2.6291 -0.2080 0.2601 -0.2 1.1 0.1 0.202
```
Positions in Å, forces in eV/Å.

Computed properties:
**Relative energy (zero: lowest compared OMol25 entry of this formula, charge and spin)**: 4.214 eV
**LUMO (spin up / spin down)**: -1.2 / -1.4 eV
**Kohn-Sham gap (spin up / spin down)**: 7.712 / 6.454 eV
**Energy**: -28066.47082 eV

***

Entry 10:
Entry from the Open Molecules 2025 dataset: a molecular structure, C4H4ClOP in a non-equilibrium geometry (the ωB97M-V functional and the def2-TZVPD basis).

Structure (XYZ):
```
11
Properties=species:S:1:pos:R:3:forces:R:3:lowdin_charge:R:1
Cl 2.5823 1.9838 -1.6590 -0.2 -0.4 0.1 -0.208
P 0.2551 2.3697 -0.3312 0.0 0.2 1.6 0.729
O -0.0954 0.2792 1.4917 0.3 1.6 0.9 0.017
C -0.4372 -0.9952 1.4718 0.3 -1.4 -1.2 -0.072
C 0.0845 0.6781 0.2298 0.7 1.5 -0.9 -0.609
C -0.3176 -1.5231 0.1841 -2.1 -1.3 0.2 -0.025
C -0.0052 -0.4309 -0.6351 -0.5 -1.2 -0.1 -0.071
H -0.8249 -2.5325 -0.0224 1.5 1.6 -0.1 0.146
H -0.4285 1.8594 -1.4011 -0.2 0.1 -1.4 -0.150
H -0.0189 -0.2924 -1.7137 0.3 -0.4 0.4 0.114
H -0.7941 -1.3961 2.3851 -0.1 -0.4 0.6 0.129
```
Positions in Å, forces in eV/Å.

Computed properties:
**Relative energy (zero: lowest compared OMol25 entry of this formula, charge and spin)**: 0.792 eV
**Multiplicity**: 3
**LUMO (spin up / spin down)**: 0.5 / -3.8 eV
**Kohn-Sham gap (spin up / spin down)**: 7.489 / 5.583 eV
**Energy**: -28066.96319 eV

***

Entry 11:
Entry from the Open Molecules 2025 dataset: a molecular structure, C4H4CsO5 in a non-equilibrium geometry (the ωB97M-V functional and the def2-TZVPD basis).

Structure (XYZ):
```
14
Properties=species:S:1:pos:R:3:forces:R:3:lowdin_charge:R:1
Cs 0.3482 3.1133 -0.6680 -2.6 1.3 -0.5 1.184
O 2.2069 1.7843 -0.2424 2.7 -1.1 0.3 -0.497
O -3.2631 0.5777 0.9199 0.7 -0.1 -0.1 -0.120
O 1.0938 -0.0316 -0.7120 -0.1 -0.2 -0.4 -0.107
O -1.0663 0.7512 0.5227 0.2 -4.3 -0.6 -0.288
O 3.0671 -0.2077 0.3845 -0.1 0.1 0.0 0.021
C -2.3954 0.9121 0.1226 -3.0 2.1 -0.6 -0.515
C 2.2405 0.5327 -0.1360 0.0 -0.8 0.5 -0.802
C 0.4229 -1.0898 -0.0345 0.3 0.3 0.3 -0.202
C -1.0605 -0.7498 -0.0546 2.3 0.7 0.7 -0.129
H 0.7960 -1.1746 0.9954 0.0 0.0 -0.3 0.126
H 0.6077 -2.0447 -0.5472 0.0 0.1 0.0 0.118
H -1.3940 -0.8802 -1.0974 -0.3 1.0 0.5 0.102
H -1.6039 -1.4928 0.5470 -0.1 0.8 0.2 0.110
```
Positions in Å, forces in eV/Å.

Computed properties:
**Total charge**: -1
**Relative energy (zero: lowest compared OMol25 entry of this formula, charge and spin)**: 0.000 eV
**LUMO (spin up / spin down)**: 1.9 / 1.9 eV
**Kohn-Sham gap (spin up / spin down)**: 4.258 / 4.258 eV
**Energy**: -14997.40644 eV

***

Entry 12:
Entry from the Open Molecules 2025 dataset: a molecular structure, C4H4CuLiO2 in a non-equilibrium geometry (the ωB97M-V functional and the def2-TZVPD basis).

Structure (XYZ):
```
12
Properties=species:S:1:pos:R:3:forces:R:3:nbo_charge:R:1
Cu 0.6306 3.2592 -1.2381 -0.1 -2.1 -0.4 0.714
O 0.9134 1.5847 -2.3520 0.0 1.1 0.0 -0.962
O -0.8526 -0.9205 2.6915 -0.5 -1.7 1.3 -0.876
C 0.6333 0.4314 -1.7165 -1.5 -2.1 -2.9 -0.114
C -0.3749 -0.4950 0.4030 -0.2 -0.4 0.7 -0.570
C -0.0672 0.5070 -0.4597 1.8 1.2 0.9 -0.104
C -0.2776 -0.2599 1.8085 -0.3 0.9 -1.8 0.421
Li -1.8523 -2.4157 2.8704 0.5 0.8 -0.2 0.974
H -0.0349 -0.4931 -2.6020 1.1 2.1 1.9 0.031
H -0.6368 -1.5198 0.0915 0.0 0.0 0.1 0.158
H 1.5205 -0.2400 -1.6122 -0.3 0.4 0.4 0.185
H 0.3985 0.5615 2.1157 -0.6 0.0 0.0 0.142
```
Positions in Å, forces in eV/Å.

Computed properties:
**Relative energy (zero: lowest compared OMol25 entry of this formula, charge and spin)**: 1.941 eV
**LUMO**: -1.5 eV
**Kohn-Sham gap**: 4.474 eV
**Energy**: -53146.35692 eV